Arrangement P

The following is a quantum chemistry calculation of a cluster of 6 separate species, H12O6 in total, from the OMol25 dataset.

HOMO energy (spin up / spin down)	-15.59 / -14.03	eV
lowest unoccupied orbital energy (spin up / spin down)	-0.1236 / -0.4161	Ha
net charge	+1
spin multiplicity	2
gap between HOMO and LUMO (spin up / spin down)	12.231 / 2.706	eV

Structure (XYZ):
```
18
H12O6 | the OMol25 dataset | ωB97M-V/def2-TZVPD
H 9.10347 10.15769 -6.56115
H 9.42898 10.04350 -10.31354
H 8.63663 10.45117 -7.97105
O 10.77473 14.98839 -8.89396
H 9.41638 11.15047 -12.94303
H 9.13509 8.85439 -9.42385
H 10.73040 14.26588 -9.52026
H 10.27846 14.67967 -8.13592
H 12.75613 12.48705 -10.35941
H 10.37575 10.09110 -12.44382
O 13.64070 12.12444 -10.40730
H 10.15290 12.29794 -11.04633
O 9.48698 9.74439 -9.40613
H 13.84085 12.10277 -11.34309
O 8.48212 10.69064 -7.05727
O 10.55023 12.71559 -10.28218
H 10.28375 12.16799 -9.54370
O 9.91024 10.88091 -12.16865
```

Löwdin population analysis, charges in e, atoms 1 to 6: 0.06 0.01 -0.02 0.31 0.08 0.08


Arrangement Q

The following is a quantum chemistry calculation of a cluster of 6 separate species, H12O6 in total, from the OMol25 dataset.

HOMO energy (spin up / spin down)	-14.68 / -14.68	eV
lowest unoccupied orbital energy (spin up / spin down)	-0.1407 / -0.4152	Ha
net charge	+1
spin multiplicity	2
gap between HOMO and LUMO (spin up / spin down)	10.852 / 3.381	eV

Structure (XYZ):
```
18
H12O6 | the OMol25 dataset | ωB97M-V/def2-TZVPD
H 2.10074 -3.27748 -1.63334
O 1.59459 -2.59922 -2.09059
H 1.35897 -0.73034 -0.71970
H 2.37858 -0.13952 0.19273
H -0.01816 0.41444 2.66055
O 0.82947 2.52179 1.81340
O 1.61252 0.12818 -0.33651
H 0.46508 -0.16973 1.22858
O -1.78729 -1.08932 -2.73052
O -2.33501 1.36566 0.83503
H -2.72019 1.86528 1.57676
O -0.22065 -0.20535 1.93550
H 1.54813 3.15889 1.70877
H -1.94421 0.53564 1.14082
H -1.40910 -0.24742 -2.44579
H 0.40427 2.37794 0.95120
H 0.64674 -2.74338 -2.00341
H -2.50447 -1.16606 -2.08347
```

Löwdin population analysis, charges in e, atoms 1 to 6: 0.05 -0.04 0.03 0.07 0.11 0.01


Arrangement R

The following is a quantum chemistry calculation of a cluster of 6 separate species, H12O6 in total, from the OMol25 dataset.

HOMO energy (spin up / spin down)	-14.90 / -14.52	eV
lowest unoccupied orbital energy (spin up / spin down)	-0.1248 / -0.4126	Ha
net charge	+1
spin multiplicity	2
gap between HOMO and LUMO (spin up / spin down)	11.506 / 3.288	eV

Structure (XYZ):
```
18
H12O6 | the OMol25 dataset | ωB97M-V/def2-TZVPD
H 1.81493 1.16048 -1.66228
H -3.41645 -0.83111 0.75278
H 3.45193 -1.37564 0.31591
O 2.60039 0.53326 -1.65627
O 2.56567 -1.02403 0.47857
O 0.47117 2.12546 -1.67727
H 2.38725 -0.35584 -0.22594
H 0.14329 1.92590 -2.57807
H -0.22231 1.68647 -1.08642
H -1.73662 0.49039 0.13866
H -2.10172 -1.19277 1.50310
O -1.08806 -2.36119 2.02096
H -0.14478 -2.15935 1.80933
H -2.42217 1.78737 -0.33835
H -1.22693 -2.34174 2.96354
H 3.32062 1.17602 -1.40813
O -1.70028 1.17008 -0.60483
O -2.69591 -0.41376 1.25472
```

Löwdin population analysis, charges in e, atoms 1 to 6: 0.04 0.08 0.12 0.04 0.22 0.01


It comes down to arrangement R, which is 0.0131 hartree more stable than the next structure.


Arrangement P

The following is a quantum chemistry calculation of the ion C6H13N5 with charge +2, from the OMol25 dataset.

SMILES	NC1(N)[NH+]=CNC2=C1C[NH2+]C2
HOMO energy	-17.21	eV
lowest unoccupied orbital energy	-0.2466	Ha
net charge	+2
gap between HOMO and LUMO	10.499	eV

Structure (XYZ):
```
24
C6H13N5 | the OMol25 dataset | ωB97M-V/def2-TZVPD
H 0.09882 -2.83559 1.59506
H -1.11620 -3.47105 -0.30203
H 2.42433 -0.97052 0.55148
N -0.22811 2.02464 -1.42660
H 0.33892 -0.44324 3.30633
C 0.08814 0.20477 0.05968
H 2.30269 -0.97267 2.23364
C 0.54630 -0.55483 1.27595
C -0.87731 0.80462 -2.00617
C 0.39914 1.66465 -0.10743
N -0.08959 -2.12395 0.89837
H 1.47748 1.84112 -0.11919
H -0.43707 0.55030 -2.97466
H -1.04855 -0.00829 2.45180
H 0.48186 2.39633 -2.06833
C -0.75575 -2.45645 -0.15026
H -1.94965 0.96390 -2.15139
H -1.56626 -1.85460 -1.92633
N -1.03983 -1.56948 -1.10988
N -0.04863 -0.12387 2.43125
N 1.90906 -0.66002 1.35884
C -0.60915 -0.26392 -0.97819
H -0.02394 2.25631 0.70802
H -0.91720 2.77495 -1.29928
```

Löwdin population analysis, charges in e, atoms 1 to 6: 0.16 0.17 0.13 0.12 0.13 -0.08


Arrangement Q

The following is a quantum chemistry calculation of the ion C6H13N5 with charge +2, from the OMol25 dataset.

HOMO energy (spin up / spin down)	-18.89 / -18.89	eV
lowest unoccupied orbital energy (spin up / spin down)	-0.4173 / -0.4173	Ha
net charge	+2
gap between HOMO and LUMO (spin up / spin down)	7.531 / 7.532	eV

Structure (XYZ):
```
24
C6H13N5 | the OMol25 dataset | ωB97M-V/def2-TZVPD
H 4.48541 -0.05832 0.36335
H 1.83677 2.01829 -0.92984
H -1.51581 -2.20896 0.40850
H -3.84924 -0.93729 0.95477
H -3.91388 -0.82412 -0.85620
H -0.86429 2.29984 0.22904
N -0.01831 1.71009 0.08431
C -0.13102 0.47718 -0.06218
H 1.02377 -1.18615 0.58616
C 3.49437 -0.43255 0.61270
N -2.66430 1.68568 0.27884
H -4.69256 0.40177 0.15786
H 3.45213 -1.50728 0.43241
N -1.32399 -1.57642 -0.36054
C -2.52922 0.48870 0.09023
N -1.34681 -0.24736 -0.10974
H 3.51316 1.91849 -0.49052
H -1.67620 -1.88644 -1.25932
H 1.08326 -0.91754 -1.14154
H 3.36052 -0.30461 1.69369
C -3.83856 -0.27598 0.08440
C 2.41677 0.29417 -0.05522
C 1.09628 -0.40007 -0.17182
N 2.60178 1.46886 -0.53933
```

Löwdin population analysis, charges in e, atoms 1 to 6: 0.12 0.14 0.15 0.13 0.12 0.09


It comes down to arrangement P, which is 0.1802 hartree more stable than the next structure.


Arrangement P

The following is a quantum chemistry calculation of the molecule C3H6OS2, from the OMol25 dataset.

SMILES	O=[S@@H](=S)C1CC1
HOMO energy	-9.75	eV
lowest unoccupied orbital energy	0.0110	Ha
net charge	0
gap between HOMO and LUMO	10.047	eV

Structure (XYZ):
```
12
C3H6OS2 | the OMol25 dataset | ωB97M-V/def2-TZVPD
S 1.74882 1.47784 0.16115
C 0.54463 0.34164 -0.51442
H 0.89247 -0.09114 -1.37915
H -0.94727 -1.39345 0.33992
C -0.31173 -0.48526 0.69154
S 1.54576 1.73961 1.99923
H 2.88809 0.81070 -0.31957
O 1.86112 2.62362 -0.76978
H -1.13752 1.60246 0.05324
H -1.52491 0.18342 -1.02870
C -0.87021 0.60176 -0.21459
H 0.16564 -0.36480 1.62965
```

Löwdin population analysis, charges in e, atoms 1 to 6: 0.31 -0.39 0.08 0.13 -0.08 0.35


Arrangement Q

The following is a quantum chemistry calculation of the molecule C3H6OS2, from the OMol25 dataset.

SMILES	CSC(=O)CS
HOMO energy	-9.13	eV
lowest unoccupied orbital energy	0.0247	Ha
net charge	0
gap between HOMO and LUMO	9.800	eV

Structure (XYZ):
```
12
C3H6OS2 | the OMol25 dataset | ωB97M-V/def2-TZVPD
O 0.77230 -0.93831 -0.05134
H -0.15603 1.47618 -1.82295
H -0.71229 0.23822 3.22249
H 0.09171 -0.95044 2.24966
S 0.88680 -0.26106 -2.95004
C -0.10640 0.09816 2.34006
H -1.33614 0.11675 -2.00534
C -0.27843 0.39340 -1.72590
C -0.02768 -0.09383 -0.27948
S -0.99374 0.72690 0.91777
H 0.83769 0.65609 2.51564
H 1.02222 -1.46207 -2.41057
```

Löwdin population analysis, charges in e, atoms 1 to 6: 0.00 0.06 0.03 0.03 0.72 -0.39


It comes down to arrangement Q, which is 0.1240 hartree more stable than the next structure.


Arrangement P

The following is a quantum chemistry calculation of the molecule C3H6OS2, from the OMol25 dataset.

SMILES	C[C@H](S)C(O)=S
HOMO energy	-8.89	eV
lowest unoccupied orbital energy	0.0120	Ha
net charge	0
gap between HOMO and LUMO	9.218	eV

Structure (XYZ):
```
12
C3H6OS2 | the OMol25 dataset | ωB97M-V/def2-TZVPD
C -0.10883 0.00660 -0.48454
S 2.61780 -0.57998 -0.59332
S -1.63245 -1.03075 -0.47189
H -0.96431 1.81004 0.18281
O 0.80825 -1.58473 0.95445
H 0.79260 1.77729 0.26276
H -0.08457 0.88101 1.50442
H 0.04809 0.47424 -1.42070
H -2.31565 -0.46751 -1.49902
C 1.09919 -0.80285 -0.08034
H -0.13295 -1.66021 1.17374
C -0.12719 1.17684 0.47165
```

Löwdin population analysis, charges in e, atoms 1 to 6: -0.70 0.75 0.77 0.08 -0.03 0.10


Arrangement Q

The following is a quantum chemistry calculation of the molecule C3H6OS2, from the OMol25 dataset.

SMILES	O[C@H]1[C@@H](S)[C@H]1S
HOMO energy	-8.41	eV
lowest unoccupied orbital energy	0.0224	Ha
net charge	0
gap between HOMO and LUMO	9.024	eV

Structure (XYZ):
```
12
C3H6OS2 | the OMol25 dataset | ωB97M-V/def2-TZVPD
C 0.60342 -0.59276 0.75805
H 0.43747 1.78757 0.96065
H 1.08343 -0.46084 1.71766
H -0.49874 1.32412 -1.51471
C 0.21547 0.91457 0.31074
C -0.84871 -0.13737 0.71052
S 1.66719 -1.16562 -0.44774
S -1.91046 -0.85706 -0.52876
O 0.43819 1.16626 -1.10867
H 1.13097 -0.15589 -1.46844
H -1.30333 -0.05948 1.60478
H -1.01489 -1.76351 -0.99409
```

Löwdin population analysis, charges in e, atoms 1 to 6: -0.67 0.15 0.09 0.14 -0.31 -0.60


It comes down to arrangement P, which is 0.0742 hartree more stable than the next structure.


Arrangement P

The following is a quantum chemistry calculation of the ion C3H9N2 with charge +1, from the OMol25 dataset.

SMILES	[H]/N=C(/C)C[NH3+]
HOMO energy	-13.93	eV
lowest unoccupied orbital energy	-0.1439	Ha
net charge	+1
gap between HOMO and LUMO	10.016	eV

Structure (XYZ):
```
14
C3H9N2 | the OMol25 dataset | ωB97M-V/def2-TZVPD
N 1.84953 -1.05166 0.12060
H -2.16603 -0.78899 -1.09643
H 0.29576 1.89349 0.07559
H -1.91812 0.75149 -0.51792
H 1.84247 1.58329 -0.55455
H -1.20799 -0.32411 1.48304
C 1.12546 1.29168 0.12977
H -0.86627 -1.78151 0.33327
N -1.52478 -0.12696 -0.63662
C 0.98633 -0.19280 0.22383
H 1.63765 -2.06731 0.24733
H 1.52411 1.45398 1.09743
C -0.71960 -0.73410 0.50828
H -0.85853 0.09353 -1.41364
```

Löwdin population analysis, charges in e, atoms 1 to 6: 0.16 0.18 0.05 0.13 0.08 0.15


Arrangement Q

The following is a quantum chemistry calculation of a cluster of 2 separate species, C3H9N2 in total, from the OMol25 dataset.

HOMO energy	-14.83	eV
lowest unoccupied orbital energy	-0.1763	Ha
net charge	+1
gap between HOMO and LUMO	10.036	eV

Structure (XYZ):
```
14
C3H9N2 | the OMol25 dataset | ωB97M-V/def2-TZVPD
N 0.26268 0.22178 0.53977
H -0.41745 2.15179 -1.91846
H 0.53665 2.12973 1.15318
H 1.24605 0.76604 2.24896
H 0.87361 -1.47882 1.62886
H -0.27422 0.57353 -0.31528
H -0.51203 -1.62893 -1.13143
C 0.40041 -1.18644 0.70299
H 0.04793 -3.07208 -0.12475
C 0.70611 1.08112 1.36382
C -0.04261 -2.00246 -0.23354
H -0.98356 0.77361 -2.56278
N -0.98178 1.33162 -1.71162
H -1.93007 1.68334 -1.61108
```

Löwdin population analysis, charges in e, atoms 1 to 6: 0.01 0.06 0.12 0.12 0.13 0.09


Arrangement R

The following is a quantum chemistry calculation of the ion C3H9N2 with charge +1, from the OMol25 dataset.

SMILES	CC/[NH+]=C/N
HOMO energy	-15.37	eV
lowest unoccupied orbital energy	-0.1369	Ha
net charge	+1
gap between HOMO and LUMO	11.649	eV

Structure (XYZ):
```
14
C3H9N2 | the OMol25 dataset | ωB97M-V/def2-TZVPD
N -0.30171 -0.26301 -0.08407
C -0.14716 -1.43946 0.44612
H -1.22335 0.16731 -0.15690
H -0.20657 2.36301 -1.20195
H 1.35040 2.64974 -0.35652
H 0.86647 -1.66331 0.75890
H 0.86421 0.39573 -1.66197
H 1.71400 0.34147 -0.05962
C 0.43227 2.07480 -0.37782
C 0.79570 0.57827 -0.59318
N -1.11163 -2.23538 0.85632
H -2.07537 -1.94751 0.77860
H -0.10020 2.16758 0.56906
H -0.85707 -3.18921 1.08303
```

Löwdin population analysis, charges in e, atoms 1 to 6: 0.05 -0.14 0.17 0.08 0.09 0.17


It comes down to arrangement R, which is 0.0365 hartree more stable than the next structure.


Arrangement P

The following is a quantum chemistry calculation of a cluster of 2 separate species, C3H9N2 in total, from the OMol25 dataset.

HOMO energy	-12.58	eV
lowest unoccupied orbital energy	-0.1993	Ha
net charge	+1
gap between HOMO and LUMO	7.156	eV

Structure (XYZ):
```
14
C3H9N2 | the OMol25 dataset | ωB97M-V/def2-TZVPD
N 0.15318 0.25476 -1.85855
H -1.96716 -0.18806 -0.25443
C -0.51094 1.10297 -1.02884
H -0.00791 -0.76523 -1.79463
H -0.02171 2.09849 -1.01175
H -2.03297 1.56892 0.37781
C -1.56731 0.80000 -0.20559
N 0.16065 -0.93072 1.45099
C 1.43805 -0.90155 1.23185
H 1.85891 -0.13586 0.60269
H -0.43036 -0.22913 0.92493
H 1.05914 0.52911 -2.29338
H 2.11304 -1.63716 1.69808
H -0.24460 -1.56654 2.16081
```

Löwdin population analysis, charges in e, atoms 1 to 6: 0.05 0.05 -0.29 0.12 0.13 0.06


Arrangement Q

The following is a quantum chemistry calculation of a cluster of 2 separate species, C3H9N2 in total, from the OMol25 dataset.

HOMO energy	-13.82	eV
lowest unoccupied orbital energy	-0.2372	Ha
net charge	+1
gap between HOMO and LUMO	7.368	eV

Structure (XYZ):
```
14
C3H9N2 | the OMol25 dataset | ωB97M-V/def2-TZVPD
H 1.50881 3.22334 0.08383
C -0.09038 1.81908 0.27706
H -0.38665 -3.25493 -0.79394
H -1.81145 -3.15749 0.37307
C -0.84274 -1.63867 0.09800
H -1.47509 -1.19264 0.83687
H 1.51120 1.60283 -0.78540
N -0.96811 -2.93573 -0.10490
H -0.71562 1.99009 -0.57780
H -0.49994 1.68001 1.20823
C 1.28151 2.10678 0.07810
H 0.54140 -1.14097 -1.26194
N 0.02615 -0.84445 -0.38426
H 1.92089 1.74275 0.95309
```

Löwdin population analysis, charges in e, atoms 1 to 6: 0.17 0.23 0.09 0.12 -0.37 0.12


Arrangement R

The following is a quantum chemistry calculation of the ion C3H9N2 with charge +1, from the OMol25 dataset.

HOMO energy (spin up / spin down)	-14.70 / -14.70	eV
lowest unoccupied orbital energy (spin up / spin down)	-0.1939 / -0.1939	Ha
net charge	+1
gap between HOMO and LUMO (spin up / spin down)	9.427 / 9.426	eV

Structure (XYZ):
```
14
C3H9N2 | the OMol25 dataset | ωB97M-V/def2-TZVPD
H -1.20908 0.73600 -1.82558
H -1.30268 0.20321 0.70051
H 0.35629 1.35857 -1.45118
H -0.97507 2.16730 -0.66525
H 1.65668 -1.46112 1.36998
H 1.65337 0.49931 0.25881
H 0.41743 -1.67555 -0.80936
N -0.58376 0.09466 0.03771
C -0.55284 1.15406 -1.02754
H 0.56693 1.09558 1.44588
N 0.75818 -1.03291 1.56434
H -1.10715 -2.04983 -0.24792
C -0.37313 -1.37406 -0.19622
C 0.69482 0.28477 0.84583
```

Löwdin population analysis, charges in e, atoms 1 to 6: 0.12 0.16 0.06 0.15 0.06 0.17


It comes down to arrangement P, which is 0.0711 hartree more stable than the next structure.